Formula: C7H14OSSi
Source: the Open Molecules 2025 dataset
Level of theory: ωB97M-V/def2-TZVPD

Atoms and positions in Å:
C  0.9467  -0.4863  1.5932
C  0.0580  0.5369  -0.0233
C  2.0117  0.5267  1.8479
C  1.4450  1.9311  1.8002
C  1.3477  -1.8617  1.2149
C  -0.5668  -0.6950  -2.7792
C  -2.7501  1.0174  -1.3287
O  -1.7723  -1.6021  -0.4157
Si  -1.2914  -0.1907  -1.0981
S  0.3237  2.1315  0.3313
H  2.3984  0.3614  2.8590
H  2.8612  0.4266  1.1522
H  0.7975  2.1189  2.6566
H  2.2066  2.7056  1.7409
H  1.3660  -2.4646  2.1276
H  2.3441  -1.9158  0.7574
H  0.6223  -2.3067  0.5386
H  -1.2657  -1.3248  -3.3190
H  -0.3488  0.1717  -3.3941
H  0.3535  -1.2552  -2.6543
H  -3.4912  0.6172  -2.0146
H  -3.2510  1.2248  -0.3872
H  -2.4066  1.9658  -1.7292
H  -1.9386  -1.6328  0.5238

The calculation puts the electronic energy at -1037.9475 hartree. The orbital gap (spin up / spin down) comes out at 0.30553 / 0.23190 Ha. As for the LUMO energy (spin up / spin down): 0.224 / -0.410 eV. The max |F| comes out at 4.77 eV/A. As for the spin multiplicity: 1.


Formula: C2H8NO2
Source: the Open Molecules 2025 dataset
Level of theory: ωB97M-V/def2-TZVPD

Atoms and positions in Å:
C  0.1591  -0.6997  0.6462
O  0.5492  -1.2176  -0.4925
C  0.2446  0.7789  0.6023
N  -0.2050  1.2630  1.9467
H  0.7058  -1.2740  1.4862
H  -0.9784  -0.9466  0.7508
H  -0.3118  1.1738  -0.2427
H  1.1696  1.2069  0.3145
H  -0.8186  0.4636  2.2333
H  -0.8670  2.0481  1.7810
H  0.1096  -0.5935  -1.6056
H  -1.2502  -0.3394  -2.0000
O  -0.3924  -0.1643  -2.4869

As for the charge: -1. The calculation puts the electronic energy at -286.2089 hartree. The orbital gap comes out at 0.28667 Ha. As for the LUMO energy: 4.472 eV. The max |F| comes out at 3.01 eV/A. As for the spin multiplicity: 1.


Formula: C5H10N2
Source: the Open Molecules 2025 dataset
Level of theory: ωB97M-V/def2-TZVPD

Atoms and positions in Å:
C  -0.0054  -1.9801  1.7946
C  0.8011  -1.1212  0.9107
N  0.3875  -0.9043  -0.3193
C  1.0940  0.2294  -0.9136
C  0.2867  1.5198  -0.8867
C  -1.1819  1.5678  -1.0779
N  -0.5906  1.8110  0.2370
H  0.6648  -2.7140  2.2515
H  -0.9071  -2.4586  1.3880
H  -0.2849  -1.2997  2.6123
H  1.8506  0.2350  -0.0958
H  -0.4038  -1.3530  -0.7942
H  1.4711  0.0338  -1.9285
H  0.8687  2.3807  -1.2144
H  -1.6542  2.4385  -1.5291
H  -1.7145  0.6330  -1.2556
H  -0.6823  0.9818  0.8210

The calculation puts the electronic energy at -305.8945 hartree. The orbital gap comes out at 0.33123 Ha. As for the LUMO energy: 0.979 eV. The max |F| comes out at 1.61 eV/A. As for the spin multiplicity: 1.


Record-wise energy relative to the best compared isomer or geometry (same formula, charge and spin) values, in eV: 3.106 1.043 3.521